Entry 1:
Entry from the Open Molecules 2025 dataset: a cluster of 4 separate species, H8O4 in total at a distorted geometry (ωB97M-V with the def2-TZVPD basis set).

XYZ file:
```
12
H8O4 | the Open Molecules 2025 dataset | ωB97M-V with the def2-TZVPD basis set
O 0.773 -0.407 0.309
H 1.716 -0.514 0.127
H 0.588 0.444 0.676
O -0.835 -2.505 0.723
H -1.166 -2.373 1.611
H -0.213 -1.776 0.620
O 0.228 2.085 0.904
H 0.219 2.784 0.228
H -0.653 1.732 0.950
O -0.187 0.539 -2.192
H 0.073 0.242 -1.336
H -0.540 -0.246 -2.619
```

Summary:
- E_LUMO (hartree) = 0.0156
- energy above the lowest of the compared OMol25 structures with the same formula, charge and spin (kcal/mol) = 18.0
- orbital gap (eV) = 11.2
- total energy (eV) = -8319.8952
- SMILES = O.O.O.O

Atom charges from the Löwdin analysis, given in e for atoms 1 to 8:
1. O -0.046
2. H 0.096
3. H -0.017
4. O -0.075
5. H 0.021
6. H -0.039
7. O -0.025
8. H 0.087

Entry 2:
Entry from the Open Molecules 2025 dataset: a cluster of 4 separate species, H8O4 in total (ωB97M-V with the def2-TZVPD basis set).

XYZ file:
```
12
H8O4 | the Open Molecules 2025 dataset | ωB97M-V with the def2-TZVPD basis set
O -0.303 -0.538 0.272
H 0.155 -0.991 0.998
H -0.942 0.038 0.711
O -1.432 -0.422 -2.502
H -0.944 -1.159 -2.882
H -1.134 -0.376 -1.582
O 0.939 -1.532 2.857
H 0.713 -0.797 3.439
H 1.897 -1.621 2.930
O 0.343 2.383 -1.794
H 0.474 3.246 -1.386
H 0.233 1.768 -1.060
```

Summary:
- E_LUMO (hartree) = 0.0081
- energy above the lowest of the compared OMol25 structures with the same formula, charge and spin (kcal/mol) = 19.9
- orbital gap (eV) = 10.9
- total energy (eV) = -8319.8138
- SMILES = O.O.O.O

Atom charges from the Löwdin analysis, given in e for atoms 1 to 8:
1. O -0.055
2. H 0.012
3. H 0.052
4. O -0.067
5. H 0.033
6. H -0.017
7. O -0.047
8. H 0.052

Entry 3:
Entry from the Open Molecules 2025 dataset: a cluster of 4 separate species, H8O4 in total at a distorted geometry (ωB97M-V with the def2-TZVPD basis set).

XYZ file:
```
12
H8O4 | the Open Molecules 2025 dataset | ωB97M-V with the def2-TZVPD basis set
O 0.173 -0.511 1.452
H -0.589 -0.176 1.939
H 0.639 -0.918 2.190
O 1.275 -2.120 -0.672
H 1.113 -1.587 0.132
H 2.168 -2.429 -0.505
O -2.005 0.866 -2.104
H -1.805 1.298 -1.305
H -1.190 0.361 -2.352
O -0.220 1.809 0.152
H 0.305 2.418 0.614
H 0.136 0.989 0.461
```

Summary:
- E_LUMO (hartree) = 0.0013
- energy above the lowest of the compared OMol25 structures with the same formula, charge and spin (kcal/mol) = 23.9
- orbital gap (eV) = 10.7
- total energy (eV) = -8319.6379
- SMILES = O.O.O.O

Atom charges from the Löwdin analysis, given in e for atoms 1 to 8:
1. O -0.046
2. H 0.079
3. H 0.075
4. O -0.063
5. H -0.007
6. H 0.028
7. O -0.062
8. H -0.039

Entry 4:
Entry from the Open Molecules 2025 dataset: a structure of composition H8O4Tl at a distorted geometry (ωB97M-V with the def2-TZVPD basis set).

XYZ file:
```
13
H8O4Tl | the Open Molecules 2025 dataset | ωB97M-V with the def2-TZVPD basis set
Tl 0.827 -0.510 -0.289
O -0.183 -2.331 -0.842
H 0.256 -3.155 -0.630
H -1.065 -2.590 -1.109
O 0.906 0.092 1.753
H 0.197 0.349 2.343
H 1.689 0.492 2.131
O -0.033 1.071 -1.491
H 0.183 1.905 -1.073
H -0.133 1.287 -2.419
O -0.661 0.808 0.554
H -0.495 1.646 0.986
H -1.487 0.938 0.087
```

Summary:
- E_LUMO (hartree) = -0.6844
- energy above the lowest of the compared OMol25 structures with the same formula, charge and spin (kcal/mol) = 14.9
- orbital gap (eV) = 8.5
- total energy (eV) = -12973.7082
- total charge = +3

Atom charges from the Löwdin analysis, given in e for atoms 1 to 8:
1. Tl 1.713
2. O 0.083
3. H 0.142
4. H 0.160
5. O 0.034
6. H 0.153
7. H 0.153
8. O 0.043

Entry 5:
Entry from the Open Molecules 2025 dataset: a cluster of 2 separate species, H8OSi3 in total at a distorted geometry (ωB97M-V with the def2-TZVPD basis set).

XYZ file:
```
12
H8OSi3 | the Open Molecules 2025 dataset | ωB97M-V with the def2-TZVPD basis set
O 1.395 -1.117 0.865
Si 0.874 0.492 -2.021
Si -1.580 -0.737 1.638
Si 0.283 -0.043 0.270
H 2.293 -1.258 0.479
H -0.010 1.296 -2.761
H 0.508 -0.982 -2.596
H 2.311 0.680 -2.400
H -2.645 0.410 1.441
H -1.501 -0.861 2.963
H -2.174 -2.116 1.001
H 1.198 1.619 0.842
```

Summary:
- E_LUMO (hartree) = -0.0112
- energy above the lowest of the compared OMol25 structures with the same formula, charge and spin (kcal/mol) = 78.7
- orbital gap (eV) = 8.5
- total energy (eV) = -25807.0719

Atom charges from the Löwdin analysis, given in e for atoms 1 to 8:
1. O -0.406
2. Si 0.435
3. Si 0.487
4. Si 0.179
5. H 0.066
6. H -0.168
7. H -0.093
8. H -0.109

Entry 6:
Entry from the Open Molecules 2025 dataset: a cluster of 2 separate species, H8P4Si in total at a distorted geometry (ωB97M-V with the def2-TZVPD basis set).

XYZ file:
```
13
H8P4Si | the Open Molecules 2025 dataset | ωB97M-V with the def2-TZVPD basis set
P 1.177 1.173 -0.042
Si 3.436 1.134 -0.205
P 3.711 -1.032 0.631
H 0.726 0.275 0.969
H 0.737 2.274 0.728
H 4.543 -1.808 -0.232
H 2.561 -1.250 -0.116
P -2.501 -0.860 -1.186
P -2.940 0.542 0.421
H -2.927 -1.800 -0.221
H -1.198 -1.106 -0.832
H -4.329 0.706 0.324
H -2.996 1.753 -0.238
```

Summary:
- E_LUMO (hartree) = -0.0375
- energy above the lowest of the compared OMol25 structures with the same formula, charge and spin (kcal/mol) = 47.0
- orbital gap (eV) = 7.3
- total energy (eV) = -45158.7898
- SMILES = P[Si]#[PH2].[PH2]#[PH2]

Atom charges from the Löwdin analysis, given in e for atoms 1 to 8:
1. P 0.319
2. Si 0.113
3. P 0.362
4. H -0.167
5. H -0.175
6. H -0.181
7. H -0.253
8. P 0.400

Entry 7:
Entry from the Open Molecules 2025 dataset: an isolated molecule of H8Si4 at a distorted geometry (ωB97M-V with the def2-TZVPD basis set).

XYZ file:
```
12
H8Si4 | the Open Molecules 2025 dataset | ωB97M-V with the def2-TZVPD basis set
Si -2.833 -1.389 1.201
Si 1.554 -0.391 -0.754
Si -0.610 -1.212 0.029
Si 1.525 1.658 -0.045
H -2.816 -2.813 0.999
H -3.785 -0.948 0.140
H 2.949 -0.692 -0.582
H 1.882 -0.157 -2.201
H 0.125 -2.703 0.327
H 2.428 2.089 1.058
H 0.094 1.742 0.247
H 1.859 2.495 -1.207
```

Summary:
- E_LUMO (spin up / spin down) (hartree) = -0.0343 / -0.1031
- energy above the lowest of the compared OMol25 structures with the same formula, charge and spin (kcal/mol) = 26.2
- spin multiplicity = 3
- orbital gap (spin up / spin down) (eV) = 6.2 / 6.3
- total energy (eV) = -31633.1049
- ⟨S²⟩ = 2.00

Atom charges from the Löwdin analysis, given in e for atoms 1 to 8:
1. Si 0.439
2. Si 0.124
3. Si 0.241
4. Si 0.308
5. H -0.190
6. H -0.170
7. H -0.137
8. H -0.104

Entry 8:
Entry from the Open Molecules 2025 dataset: a structure of composition H9NP6 at a distorted geometry (ωB97M-V with the def2-TZVPD basis set).

XYZ file:
```
16
H9NP6 | the Open Molecules 2025 dataset | ωB97M-V with the def2-TZVPD basis set
N -2.114 -1.262 -0.864
P -1.384 2.001 -0.292
P -1.796 -0.666 0.542
P 1.445 -2.059 0.301
P 2.942 0.726 0.345
P -0.218 0.834 1.012
P 1.071 -0.163 -0.538
H -2.241 -0.673 -1.582
H -0.439 3.064 -0.252
H -2.041 2.541 1.043
H -1.261 -1.750 1.376
H -2.942 -0.091 1.173
H 2.119 -2.497 -0.956
H 0.199 -2.450 -0.301
H 3.654 0.394 -0.755
H 3.005 2.050 -0.250
```

Summary:
- E_LUMO (hartree) = 0.0113
- energy above the lowest of the compared OMol25 structures with the same formula, charge and spin (kcal/mol) = 0.2
- orbital gap (eV) = 8.8
- total energy (eV) = -57365.5027

Atom charges from the Löwdin analysis, given in e for atoms 1 to 8:
1. N -0.327
2. P 0.358
3. P 0.265
4. P 0.360
5. P 0.379
6. P 0.065
7. P -0.043
8. H -0.111

Entry 9:
Entry from the Open Molecules 2025 dataset: a cluster of 4 separate species, H9O4 in total at a distorted geometry (ωB97M-V with the def2-TZVPD basis set).

XYZ file:
```
13
H9O4 | the Open Molecules 2025 dataset | ωB97M-V with the def2-TZVPD basis set
O 1.799 0.440 -1.557
H -0.062 0.300 0.862
H 2.709 0.665 -1.410
H 1.800 0.117 -2.457
O -1.721 -1.219 -0.744
H -1.502 -2.003 -1.270
H -2.544 -1.428 -0.294
O -0.523 1.298 1.985
H 0.198 1.856 2.287
H -1.001 1.974 1.497
O 0.418 -0.508 0.440
H 0.865 -0.263 -0.440
H -0.503 -0.921 0.199
```

Summary:
- E_LUMO (hartree) = -0.1238
- energy above the lowest of the compared OMol25 structures with the same formula, charge and spin (kcal/mol) = 13.1
- orbital gap (eV) = 13.6
- total energy (eV) = -8329.5558
- total charge = +1

Atom charges from the Löwdin analysis, given in e for atoms 1 to 8:
1. O 0.012
2. H 0.085
3. H 0.080
4. H 0.086
5. O 0.009
6. H 0.103
7. H 0.095
8. O 0.020

Entry 10:
Entry from the Open Molecules 2025 dataset: a cluster of 4 separate species, H9O4 in total at a distorted geometry (ωB97M-V with the def2-TZVPD basis set).

XYZ file:
```
13
H9O4 | the Open Molecules 2025 dataset | ωB97M-V with the def2-TZVPD basis set
O 0.426 -0.891 0.026
H 0.109 -0.560 0.961
H -0.413 -0.810 -0.575
H 0.954 -0.127 -0.333
O 1.517 1.339 -0.698
H 1.047 2.023 -1.181
H 2.456 1.503 -0.778
O -1.582 -0.569 -1.500
H -1.423 -0.677 -2.433
H -2.399 -1.057 -1.269
O -0.333 0.036 2.245
H 0.403 0.425 2.739
H -0.763 -0.634 2.795
```

Summary:
- E_LUMO (hartree) = -0.1200
- energy above the lowest of the compared OMol25 structures with the same formula, charge and spin (kcal/mol) = 4.7
- orbital gap (eV) = 13.6
- total energy (eV) = -8329.9219
- total charge = +1

Atom charges from the Löwdin analysis, given in e for atoms 1 to 8:
1. O 0.144
2. H 0.069
3. H 0.073
4. H 0.068
5. O 0.005
6. H 0.089
7. H 0.087
8. O 0.019

Entry 11:
Entry from the Open Molecules 2025 dataset: a cluster of 4 separate species, H9O4 in total at a distorted geometry (ωB97M-V with the def2-TZVPD basis set).

XYZ file:
```
13
H9O4 | the Open Molecules 2025 dataset | ωB97M-V with the def2-TZVPD basis set
O 0.001 0.451 -0.287
H -0.080 1.424 0.095
H -0.547 0.926 -1.119
H 0.994 0.433 -0.722
O -0.605 -4.749 4.825
H -0.576 -5.644 5.115
H -1.451 -4.237 4.681
O -1.161 1.938 -2.203
H -2.110 1.936 -2.193
H -0.528 2.174 -2.926
O 1.660 1.690 -1.707
H 2.055 2.563 -1.506
H 2.348 1.094 -2.052
```

Summary:
- E_LUMO (spin up / spin down) (hartree) = -0.2795 / -0.5522
- energy above the lowest of the compared OMol25 structures with the same formula, charge and spin (kcal/mol) = 26.7
- spin multiplicity = 2
- orbital gap (spin up / spin down) (eV) = 11.4 / 4.0
- total energy (eV) = -8313.4714
- total charge = +2
- ⟨S²⟩ = 0.75

Atom charges from the Löwdin analysis, given in e for atoms 1 to 8:
1. O 0.097
2. H 0.201
3. H 0.133
4. H 0.185
5. O 0.593
6. H 0.174
7. H 0.233
8. O -0.009

Entry 12:
Entry from the Open Molecules 2025 dataset: a cluster of 5 separate species, H9O4S in total at a distorted geometry (ωB97M-V with the def2-TZVPD basis set).

XYZ file:
```
14
H9O4S | the Open Molecules 2025 dataset | ωB97M-V with the def2-TZVPD basis set
S 0.573 0.283 -2.554
H 1.030 -0.061 -3.789
H 0.856 -0.770 1.132
H 1.483 0.172 0.147
O 1.422 -0.039 1.148
H -1.160 -0.610 -0.994
H -1.579 -0.062 0.176
O -1.689 -0.973 -0.299
H 3.849 1.193 -0.869
H 2.755 0.071 -1.440
O 3.732 0.197 -1.100
H -3.721 0.769 2.275
H -3.404 -0.401 3.158
O -4.148 0.229 3.009
```

Summary:
- E_LUMO (hartree) = 0.1115
- energy above the lowest of the compared OMol25 structures with the same formula, charge and spin (kcal/mol) = 37.4
- orbital gap (eV) = 6.9
- total energy (eV) = -19172.4884
- total charge = -1

Atom charges from the Löwdin analysis, given in e for atoms 1 to 8:
1. S -0.057
2. H -0.392
3. H -0.027
4. H 0.008
5. O -0.100
6. H -0.136
7. H 0.071
8. O -0.145